C35H39As2ClN3O4Sc | ωB97M-V with the def2-TZVPD basis set

Calculated values
Kohn-Sham gap	8.2	eV
HOMO	-8.5	eV
strongest force on any atom	0.51	eV Å⁻¹
E	-7515.0630	Eh
E_LUMO	-0.2	eV

Last column: Mulliken charge in e.
Geometry (Å):
As (2.29713, -0.72093, 0.61062)  1.47
As (-0.48954, -0.36728, 2.28952)  1.97
Sc (-0.53429, -0.12143, -0.55120)  -0.68
Cl (0.90064, 3.94604, -3.09973)  -0.20
O (0.10480, 1.26709, -2.01588)  -0.37
O (-4.47127, 1.38005, 0.41920)  -0.73
O (0.64129, 1.62487, 0.07713)  -0.79
O (-1.04969, -4.28719, -1.71794)  -0.73
N (-0.11252, -2.18627, -1.38049)  1.23
N (-2.38215, -1.32194, -0.40220)  0.57
N (-2.25616, 1.26736, -0.27142)  1.95
C (3.38685, 1.87314, 3.78573)  -0.94
C (-4.70164, -1.42752, 0.05967)  -0.79
C (-4.68869, -2.78498, -0.23998)  -0.51
C (-1.72752, 4.92931, 0.16895)  -1.03
C (-3.51859, -0.73007, -0.03058)  0.40
C (-3.51306, -3.38567, -0.66905)  -0.64
C (1.11735, -2.63012, -1.95566)  -0.81
C (1.49753, -2.14004, -3.21410)  1.31
C (-2.42482, 4.49394, -2.07989)  -0.93
C (-2.37639, -2.60912, -0.74820)  0.29
C (0.55349, -1.32379, -4.06193)  -1.16
C (1.09968, 0.53984, 2.94005)  -0.12
C (-2.01096, 5.39011, -1.10684)  -0.83
C (2.27847, 0.42621, 2.20126)  0.02
C (-0.10291, -2.15939, 2.95650)  -1.07
C (3.49377, -2.05666, 1.35038)  -1.38
C (-1.84686, 3.57697, 0.48357)  1.32
C (-3.45791, 0.77338, 0.09326)  -0.66
C (1.11365, 3.40779, -1.42514)  -0.25
C (1.48551, -4.18171, 0.00355)  -1.49
C (3.58121, 0.18440, -0.53121)  -1.47
C (-1.08498, -3.12706, -1.32976)  -0.25
C (-2.99586, 2.17432, -2.86523)  -1.41
C (0.57975, 2.03398, -1.11978)  0.45
C (-1.59381, 3.09932, 1.88571)  -0.86
C (-1.83559, 0.08999, 3.59363)  -1.55
C (-2.23243, 2.68135, -0.51473)  -0.91
C (2.73290, -2.51031, -3.73706)  -1.10
C (3.57262, -3.37614, -3.05101)  -1.03
C (3.15600, -3.90294, -1.84060)  -0.48
C (1.07129, 1.31216, 4.09469)  -0.73
C (3.41791, 1.09099, 2.63740)  -0.91
C (-2.53637, 3.13557, -1.80245)  1.27
C (2.21218, 1.98173, 4.51697)  -0.73
C (1.92891, -3.55011, -1.28474)  1.22
H (4.52988, -3.65968, -3.47139)  0.42
H (-3.05161, 2.66981, -3.83522)  0.45
H (0.06486, -2.10402, 4.02843)  0.47
H (0.84189, -5.03846, -0.20048)  0.50
H (-2.65347, 4.84724, -3.07955)  0.38
H (1.04834, -1.00294, -4.97905)  0.43
H (0.63307, 4.11285, -0.75299)  0.13
H (4.34213, 1.01108, 2.07616)  0.33
H (-1.62668, -0.44131, 4.51635)  0.50
H (-2.80264, -0.21560, 3.20047)  0.39
H (0.16048, 1.40331, 4.67153)  0.39
H (0.18430, -0.43400, -3.56886)  0.06
H (0.78404, -2.55098, 2.47268)  0.03
H (-0.62867, 2.58952, 1.97412)  -0.04
H (2.97681, -2.66125, 2.09232)  0.26
H (-2.37844, 2.40761, 2.18145)  0.12
H (4.31794, -1.52937, 1.82214)  0.60
H (-1.86215, 1.15784, 3.77020)  0.41
H (3.02396, -2.13026, -4.71029)  0.38
H (2.34243, -4.51681, 0.58914)  0.51
H (3.25304, 1.20210, -0.73256)  0.27
H (-2.31443, 1.33066, -2.95488)  0.10
H (-5.59555, -0.88823, 0.34234)  0.59
H (2.18081, 2.58636, 5.41514)  0.41
H (-0.31626, -1.92528, -4.33987)  0.29
H (-1.60171, 3.93919, 2.58320)  0.52
H (-0.93884, -2.82534, 2.74404)  0.49
H (-3.98776, 1.77692, -2.62725)  0.26
H (-5.60245, -3.36289, -0.17861)  0.46
H (-1.43057, 5.62717, 0.94592)  0.42
H (2.18183, 3.39099, -1.21403)  0.36
H (0.89687, -3.48704, 0.60127)  -0.04
H (3.85788, -2.69551, 0.54990)  0.47
H (4.56435, 0.20275, -0.06781)  0.56
H (-1.91824, 6.44484, -1.34005)  0.40
H (3.63122, -0.37363, -1.46514)  0.33
H (3.78506, -4.61205, -1.31108)  0.47
H (-3.44966, -4.42195, -0.97532)  0.58
H (4.27899, 2.39720, 4.10664)  0.41

Atomic forces in eV per Å
-0.2 0.4 0.1
0.3 -0.3 -0.1
-0.1 -0.3 0.0
0.0 -0.1 0.1
0.3 0.2 0.1
0.0 0.1 0.0
0.1 0.4 -0.3
0.1 -0.1 0.0
-0.4 0.2 0.0
-0.3 -0.1 -0.1
-0.1 -0.2 0.0
0.0 0.0 0.0
-0.2 -0.2 0.2
0.0 0.0 0.0
-0.1 0.0 0.1
0.2 0.1 -0.2
-0.2 -0.1 0.0
-0.1 0.1 -0.1
0.0 0.0 -0.1
0.0 0.0 0.0
0.1 0.2 0.0
0.0 -0.1 0.0
-0.1 0.0 0.0
0.0 0.0 0.0
0.1 0.0 0.0
-0.1 0.0 0.0
0.1 -0.2 0.0
0.0 0.1 0.1
0.1 0.1 -0.1
0.1 0.0 -0.1
0.0 -0.1 0.0
0.0 0.0 0.0
0.1 0.1 0.0
-0.1 0.1 0.0
-0.1 -0.3 -0.3
0.0 0.1 0.0
-0.2 0.1 0.0
0.2 -0.2 0.1
0.0 0.0 0.0
-0.1 0.0 0.0
0.0 0.0 0.0
0.1 0.0 0.0
0.0 0.1 0.1
-0.1 0.0 -0.1
0.0 0.0 0.0
0.1 0.0 0.1
0.0 0.0 0.0
0.0 0.0 0.0
0.0 0.0 0.1
0.0 0.0 0.0
0.0 0.0 0.0
0.0 0.0 0.0
-0.1 0.1 0.0
0.0 0.0 0.0
0.0 0.0 0.1
-0.1 0.0 0.0
0.0 0.0 0.0
0.0 0.2 0.1
0.1 -0.1 0.0
-0.1 0.0 -0.1
0.0 0.0 0.0
-0.1 0.0 0.0
0.1 0.0 0.1
0.0 0.1 0.0
0.0 0.0 0.0
-0.1 0.0 0.0
0.0 0.0 0.0
0.1 -0.1 0.0
0.0 0.0 0.0
0.0 0.0 0.0
0.0 0.0 0.0
0.0 0.0 0.0
0.0 0.0 0.0
0.1 0.0 0.0
0.0 0.0 0.0
0.0 0.0 0.0
0.0 0.0 0.1
0.0 0.0 0.0
0.0 0.0 0.0
0.1 0.0 0.0
0.0 -0.1 0.0
0.0 0.0 -0.1
0.0 0.0 0.0
0.0 0.1 0.0
0.0 0.0 0.0

***

C4H14N2O | ωB97M-V with the def2-TZVPD basis set

Calculated values
structure (SMILES)	NCCCCN.O
Kohn-Sham gap	9.7	eV
HOMO	-9.1	eV
strongest force on any atom	3.06	eV Å⁻¹
E	-345.5073	Eh
E_LUMO	0.6	eV

Last column: Mulliken charge in e.
Geometry (Å):
O (1.27294, -3.09997, 1.98743)  -0.65
N (-0.28637, 1.46041, 2.04870)  -0.55
N (-0.39611, -1.40529, -2.68043)  -0.61
C (-0.78197, 0.35561, -0.77097)  -0.49
C (0.03562, -0.71487, -1.47396)  -0.59
C (-0.13190, 2.36363, 0.91785)  -0.51
C (0.05871, 1.63302, -0.46140)  -0.73
H (-1.53303, 0.72594, -1.50716)  0.24
H (-0.56581, 0.51272, 1.76934)  0.21
H (1.06396, -0.35123, -1.66738)  0.39
H (-1.33429, 0.12112, 0.15479)  0.49
H (1.09312, 1.28172, -0.37409)  0.36
H (0.80618, -3.19934, 2.83464)  0.32
H (-1.00137, 2.97740, 0.69687)  0.28
H (1.10251, -2.18598, 1.73418)  0.32
H (0.73884, 3.00017, 1.05345)  0.31
H (-1.19780, -1.99841, -2.49258)  0.22
H (-0.06005, 2.41701, -1.17935)  0.30
H (0.21060, -1.50264, -0.71374)  0.18
H (-0.52793, -0.78508, -3.46046)  0.23
H (0.49219, 1.29334, 2.66373)  0.28

Atomic forces in eV per Å
-0.3 0.1 0.5
-0.7 -0.9 0.1
-0.1 0.0 0.8
-1.1 2.7 -0.9
1.4 -1.4 1.0
-0.2 -1.2 -1.3
1.1 -0.9 1.9
0.0 -0.5 0.6
-0.1 0.8 0.0
-0.6 0.2 0.0
0.2 -0.7 -0.6
0.2 0.2 -0.6
0.3 0.0 -0.4
-0.4 0.3 1.0
0.1 -0.1 0.0
-0.1 0.2 0.1
0.0 0.3 -0.4
0.2 0.2 -0.9
0.0 0.1 -0.4
-0.4 0.1 -0.1
0.5 0.7 -0.2

***

C33H41Br2N2Tl | ωB97M-V with the def2-TZVPD basis set

Calculated values
Kohn-Sham gap (alpha / beta)	3.6 / 4.5	eV
HOMO (alpha / beta)	0.3 / -0.6	eV
strongest force on any atom	7.84	eV Å⁻¹
E	-6711.6215	Eh
E_LUMO (alpha / beta)	3.8 / 3.8	eV
charge	-2

Last column: Mulliken charge in e.
Geometry (Å):
Tl (0.00000, 0.00000, 0.00000)  1.10
Br (-2.47360, 5.18610, 1.04940)  -0.28
Br (4.88630, 2.20470, -4.31260)  -0.27
N (-1.72560, -1.02720, -0.76880)  -0.24
N (-0.11660, 1.77870, 1.15580)  0.26
C (0.10790, -2.69810, 1.95560)  1.17
C (-0.03920, -0.96010, 3.85850)  -1.77
C (0.87720, -4.00020, -0.14240)  -1.46
C (1.96630, -1.42080, 2.31250)  1.31
C (2.50430, 0.79260, -3.62920)  -0.47
C (-4.74240, -1.78360, -2.83480)  -0.87
C (0.61710, 3.19130, 2.97240)  -1.23
C (-1.80300, -3.78920, -2.37720)  -1.24
C (-2.57660, 2.87030, -2.29120)  -1.94
C (2.58420, 1.48810, -0.92580)  0.30
C (-1.03120, 2.72960, 0.84670)  0.77
C (3.28270, -2.00040, 0.18890)  -1.49
C (1.05960, -3.02940, 0.96890)  1.09
C (-0.33280, 4.15150, 2.63160)  -0.92
C (3.53690, 1.59170, -3.13900)  0.04
C (0.66880, -1.70430, 2.78800)  -0.08
C (-4.51450, 0.60860, -2.62470)  -0.64
C (2.90250, -0.39760, 2.85020)  -1.82
C (1.50950, 0.34160, -2.76020)  -0.23
C (-1.29360, -3.18000, 2.01210)  -1.71
C (-3.21350, 2.10710, 0.01910)  -0.73
C (-3.58580, -1.99190, -2.06120)  0.71
C (3.58200, 1.94220, -1.78980)  -0.58
C (-5.20290, -0.49920, -3.11050)  -1.39
C (-2.61020, 1.68140, -1.32190)  1.81
C (0.68650, 2.03300, 2.21250)  0.09
C (-3.27600, -3.81700, -0.31520)  -0.92
C (-2.89540, -0.85790, -1.57730)  0.74
C (2.19080, -2.20990, 1.16700)  -0.09
C (-3.17450, -3.43690, -1.79500)  0.49
C (1.55060, 0.68940, -1.41140)  -0.74
C (-3.34310, 0.45570, -1.86420)  -0.49
C (-1.17280, 3.91680, 1.54880)  -0.15
H (-0.98190, -3.29420, -1.85130)  -0.32
H (-1.91050, 3.65230, -1.90940)  0.41
H (3.93490, -0.75130, 2.81320)  0.50
H (-0.91010, 1.18720, -1.10940)  -0.16
H (-1.94540, -2.52780, 1.42920)  0.15
H (-4.26600, -3.57160, 0.08490)  0.41
H (-0.40890, 5.06780, 3.20960)  0.32
H (-2.20460, 2.56570, -3.27550)  0.36
H (4.21070, -1.71040, 0.68440)  0.37
H (0.58240, -3.49090, -1.06270)  0.02
H (2.83650, 0.52640, 2.27440)  0.21
H (-3.17510, 1.29030, 0.74840)  0.14
H (-1.66930, -3.20250, 3.03520)  0.40
H (-4.26230, 2.40590, -0.08880)  0.41
H (-2.66300, 2.95520, 0.44020)  0.04
H (0.64420, -0.65970, 4.65250)  0.38
H (-6.10500, -0.36150, -3.70170)  0.30
H (2.60690, 1.75350, 0.12730)  0.23
H (2.98730, -1.20000, -0.49520)  0.00
H (-1.62680, -4.86850, -2.30750)  0.45
H (1.41120, 1.25620, 2.44060)  0.04
H (-3.89050, -4.08690, -2.31760)  0.47
H (2.46550, 0.51720, -4.67970)  0.38
H (-1.38420, -4.18840, 1.61070)  0.51
H (-1.66080, 2.49560, -0.00670)  0.22
H (-0.50660, -0.05960, 3.45520)  0.12
H (2.67860, -0.16340, 3.89170)  0.37
H (1.28810, 3.34210, 3.81090)  0.45
H (-2.53060, -3.30710, 0.30180)  -0.57
H (-3.56350, 3.32540, -2.42460)  0.37
H (-1.55820, 1.42060, -1.15370)  -1.20
H (-4.91390, 1.59550, -2.84420)  0.24
H (4.38470, 2.56460, -1.40380)  0.40
H (0.69950, -0.28140, -3.12850)  0.42
H (3.47960, -2.90220, -0.39270)  0.39
H (-5.30440, -2.62960, -3.22590)  0.31
H (-0.81870, -1.57010, 4.31250)  0.48
H (0.10830, -4.73660, 0.09640)  0.44
H (1.80030, -4.55000, -0.33820)  0.46
H (-1.74240, -3.50880, -3.43450)  0.46
H (-3.12200, -4.89420, -0.18710)  0.46

Atomic forces in eV per Å
-0.5 -2.5 -1.1
0.0 0.6 0.0
0.2 0.1 -0.2
-1.7 -1.4 -1.0
-0.1 0.8 1.1
0.3 0.2 0.0
-0.1 -0.1 0.2
0.1 0.0 -0.1
-0.3 0.1 -0.3
0.0 0.1 0.0
0.8 0.2 0.5
0.2 -1.5 -1.0
0.3 0.0 0.0
0.2 -0.2 0.1
0.1 0.0 -0.7
1.6 1.7 -0.2
0.2 -0.1 0.0
0.0 0.5 0.2
0.0 1.8 1.5
-0.7 -0.3 0.7
0.1 -0.1 -0.5
0.6 -0.2 0.2
0.3 -0.2 0.0
0.4 0.3 0.2
0.1 0.0 0.5
-2.7 -0.1 -0.1
-1.3 -0.6 -0.9
0.0 0.1 0.0
-0.3 0.1 -0.2
-6.7 1.2 -1.6
1.4 0.6 2.0
0.1 0.1 0.0
4.3 0.8 2.9
-0.4 -0.2 0.3
0.1 0.2 0.1
0.7 -0.7 0.6
-0.8 0.8 -0.7
0.6 -2.1 -1.0
-0.5 0.1 -0.1
0.0 0.0 0.0
0.2 0.1 0.0
7.5 -2.2 -0.5
0.1 0.2 0.4
0.0 0.0 -0.1
-0.1 -0.1 -0.1
0.0 0.0 0.1
0.2 0.1 -0.1
0.2 -0.2 0.0
0.6 0.1 0.1
0.1 0.0 -0.1
-0.1 0.0 0.2
-0.2 -0.3 -0.3
-3.6 -0.5 -0.3
0.0 0.2 0.2
0.0 0.0 0.1
0.1 0.0 -0.1
0.4 -0.1 -0.2
0.0 0.0 0.0
-0.5 0.4 0.1
-0.1 0.3 -0.1
0.1 0.1 0.1
0.0 -0.1 0.0
3.6 0.8 0.8
-0.2 0.2 0.2
0.0 0.1 0.1
0.0 -0.1 -0.1
-0.7 -0.3 -1.0
0.0 -0.1 0.0
-4.1 1.5 -0.5
0.1 0.0 0.0
0.0 -0.1 -0.1
0.1 0.0 0.0
0.1 0.0 -0.1
0.2 -0.1 0.1
-0.2 0.0 0.1
-0.1 0.0 -0.1
0.1 -0.1 -0.1
-0.1 0.0 0.0
0.0 -0.1 0.0